The following is a quantum chemistry calculation of a gas-phase ion, C3H6NO (charge +1), from OMol25.

Geometry as XYZ:
```
11
C3H6NO (ωB97M-V/def2-TZVPD)
C -2.654 -0.095 -0.016
C 0.923 0.511 0.177
C 2.124 -0.210 -0.160
N -0.534 -0.365 -0.463
O -1.535 0.400 -0.230
H -3.518 0.629 0.115
H -2.814 -1.168 -0.006
H 0.834 1.269 0.940
H 1.901 -0.931 -0.903
H 2.262 -0.472 0.898
H 3.011 0.430 -0.352
```

Net charge: +1
DFT total energy, eV: -6731.0886
ΔE to the lowest compared entry with this formula, charge and spin, eV: 6.888
HOMO energy (alpha / beta), eV: -14.2 / -14.2